Record 1
{
  "formula": "C8H18BrHfN",
  "method": "ωB97M-V with the def2-TZVPD basis set",
  "homo_lumo_gap_ev": 1.869,
  "e_tot_ha": -2990.30592,
  "lumo_energy_ha": -0.764,
  "total_charge": 4,
  "symbols": ["C", "C", "C", "N", "C", "C", "C", "C", "C", "H", "H", "H", "H", "H", "H", "H", "H", "H", "H", "H", "H", "H", "H", "H", "H", "H", "H", "Hf", "Br"],
  "xyz": [[0.3687, -3.4881, 0.2036], [0.5347, -2.0095, -0.1401], [-0.3997, -1.0671, 0.6432], [-0.3381, 0.3905, 0.2557], [1.0190, 0.9752, 0.4462], [-0.9418, 0.5631, -1.1353], [-1.4649, 1.9920, -1.1752], [-1.8159, 2.3287, 0.2540], [-1.4202, 1.0912, 1.0862], [0.5352, -3.5594, 1.2779], [0.9898, -4.2011, -0.3578], [-0.6705, -3.7199, -0.1256], [0.4655, -1.8398, -1.2189], [1.5668, -1.7344, 0.1744], [-0.0866, -1.0992, 1.6901], [-1.4547, -1.3440, 0.6038], [1.5997, 0.7241, -0.4511], [1.5327, 0.6058, 1.3266], [0.9771, 2.0627, 0.4083], [-0.1095, 0.4420, -1.8371], [-1.6535, -0.2438, -1.3222], [-0.6460, 2.6110, -1.6013], [-2.3277, 2.0878, -1.8423], [-1.2543, 3.1830, 0.7050], [-2.8780, 2.5715, 0.3983], [-1.0437, 1.3077, 2.0820], [-2.3047, 0.4316, 1.0574], [6.7066, 0.0795, -0.0419], [4.5142, 0.8589, -1.3639]],
  "forces_ev_per_angstrom": [[-0.078, 1.523, 0.346], [0.068, -0.427, -0.992], [0.584, 0.589, 1.098], [-1.447, -0.711, 0.300], [0.131, 0.340, -1.489], [1.774, 0.493, -0.520], [-0.474, -0.682, 0.246], [0.237, -0.471, 0.317], [0.590, 0.572, -0.547], [-0.093, -0.643, -0.063], [-0.031, -0.080, 0.003], [0.061, -0.406, -0.003], [-0.283, -0.115, 0.066], [-0.030, -0.009, 0.242], [-0.182, -0.083, 0.036], [0.080, -0.325, -0.280], [-0.090, -0.265, 0.274], [-0.382, 0.006, 0.277], [-0.238, 0.014, 0.456], [-0.269, -0.254, -0.140], [-0.266, 0.234, 0.133], [-0.349, 0.331, 0.062], [0.203, 0.190, -0.183], [-0.225, 0.133, -0.101], [0.120, 0.363, -0.081], [-0.232, -0.305, 0.179], [0.048, -0.038, 0.447], [-3.153, 1.330, -2.262], [3.929, -1.305, 2.179]]
}

=====

Record 2
{
  "formula": "C6H5F4N2",
  "method": "ωB97M-V with the def2-TZVPD basis set",
  "homo_lumo_gap_ev": [8.281, 8.280],
  "e_tot_ha": -740.26613,
  "lumo_energy_ha": [-0.194, -0.194],
  "total_charge": 1,
  "symbols": ["N", "C", "C", "C", "N", "C", "C", "F", "F", "F", "C", "F", "H", "H", "H", "H", "H"],
  "xyz": [[-1.9356, -0.0780, 0.9898], [-0.6412, -0.2964, 0.7970], [0.1625, 0.5111, -0.1093], [1.4149, 0.3289, -0.4980], [2.1791, -0.6043, 0.1465], [1.8227, -1.3233, 1.1782], [2.8189, -2.1777, 1.8319], [3.5867, -2.8461, 0.9977], [3.6239, -1.2980, 2.4315], [2.2590, -3.0844, 2.6081], [-0.0253, -1.4196, 1.3242], [-0.5210, -2.1430, 2.2624], [-2.4628, 0.5810, 0.2868], [-2.2669, -0.3632, 1.8464], [-0.2729, 1.3399, -0.6988], [1.9468, 1.0181, -1.0825], [3.1435, -0.4880, -0.0898]],
  "forces_ev_per_angstrom": [[-0.670, 2.741, -3.879], [1.668, -0.179, -1.288], [-2.142, 0.690, -1.077], [0.022, -0.956, 1.704], [0.452, 0.538, 0.550], [-7.395, -0.118, -1.544], [0.646, -0.773, 0.268], [0.407, -0.316, -1.164], [0.210, -0.090, 1.233], [-0.074, 0.569, 0.803], [6.563, 1.491, -0.274], [-0.271, -0.567, 0.418], [1.237, -1.853, 2.513], [-1.724, -0.568, 1.857], [-0.427, -0.478, 0.884], [0.474, 0.507, -1.069], [1.025, -0.639, 0.064]]
}

=====

Record 3
{
  "formula": "C5H8O2",
  "method": "ωB97M-V with the def2-TZVPD basis set",
  "homo_lumo_gap_ev": 9.231,
  "e_tot_ha": -345.71330,
  "lumo_energy_ha": 0.030,
  "symbols": ["C", "C", "O", "C", "C", "C", "O", "H", "H", "H", "H", "H", "H", "H", "H"],
  "xyz": [[-1.5754, -1.1965, -0.9587], [-1.0670, -0.5780, 0.1130], [-1.7922, 0.0375, 1.0887], [0.3902, -0.3343, 0.1008], [0.5561, 1.0929, -0.4033], [1.2975, 0.6558, 0.7924], [2.6541, 0.4811, 0.5029], [-2.6094, -1.5007, -1.0453], [-0.9048, -1.4100, -1.7882], [-2.6879, 0.1383, 0.7359], [0.9423, -1.1493, -0.3633], [-0.3206, 1.7081, -0.2096], [1.0390, 1.2413, -1.3562], [1.0636, 1.0623, 1.7734], [3.0145, -0.2487, 1.0175]],
  "forces_ev_per_angstrom": [[-0.071, -0.240, 0.183], [-0.005, -0.374, -0.217], [-0.127, -0.217, -0.028], [-0.097, 0.070, -0.426], [0.195, 0.310, -0.187], [-0.248, 0.274, 0.120], [0.165, -0.238, 0.265], [-0.110, 0.268, -0.017], [-0.200, -0.270, 0.297], [0.103, -0.066, 0.289], [-0.059, 0.441, -0.222], [0.174, -0.160, -0.168], [0.345, 0.198, 0.134], [-0.002, -0.010, -0.116], [-0.063, 0.014, 0.094]]
}

=====

Record 4
{
  "formula": "CH3O4P",
  "method": "ωB97M-V with the def2-TZVPD basis set",
  "homo_lumo_gap_ev": [7.548, 6.848],
  "e_tot_ha": -682.04266,
  "lumo_energy_ha": [-0.138, -0.162],
  "symbols": ["C", "O", "O", "O", "O", "P", "H", "H", "H"],
  "xyz": [[-1.0191, -0.0992, 0.0076], [1.1861, -1.1496, 1.2806], [0.9849, 2.2605, -0.2555], [1.0920, -1.2633, -1.3212], [0.9338, 1.1339, 0.3085], [0.7938, -0.6467, -0.0268], [-1.2910, 0.3347, 0.9590], [-1.2513, 0.5297, -0.8413], [-1.4291, -1.1000, -0.1109]],
  "forces_ev_per_angstrom": [[0.610, -0.796, -0.192], [0.502, 0.388, 0.536], [-0.115, -2.776, 0.644], [0.405, 1.110, -0.134], [1.344, 5.051, -0.096], [-2.273, -3.002, -0.715], [0.013, 0.019, 0.110], [-0.043, 0.025, -0.133], [-0.443, -0.019, -0.020]]
}